# 1
Entry from the Open Molecules 2025 dataset: a structure of composition C6H8O5Sm in a non-equilibrium geometry (wB97M-V/def2-TZVPD).

Last column: Mulliken spin population.
Cartesian coordinates (Å):
H: -0.04450 0.58458 -3.26899  -0.002
O: 0.83848 0.14600 0.74670  -0.012
H: -0.64554 -1.25839 1.27077  -0.002
C: -0.05318 2.12106 -1.39858  -0.041
O: -0.04679 3.25508 -1.33604  0.027
C: -2.08698 0.08080 -1.44202  -0.034
C: 2.02738 0.08439 -1.47317  -0.036
H: -0.71313 -0.53150 3.62206  0.000
C: -0.38391 -0.28322 1.59116  0.002
O: -0.04050 -3.08665 -1.33606  0.019
H: 0.45510 0.74766 3.29606  0.000
H: -1.14217 0.45866 1.38517  0.000
C: 0.13571 -0.24252 3.03465  -0.001
Sm: -0.03392 0.08026 -1.28741  5.092
H: 0.93498 -0.95335 3.15425  0.000
O: 3.10097 0.08700 -1.39730  0.013
O: -3.21761 0.07868 -1.39303  0.023
C: -0.04594 -1.96443 -1.40232  -0.038
H: 1.00505 1.01620 0.90312  0.001
H: -0.04349 -0.42030 -3.26901  -0.010

Values from the calculation:
net charge: +3
energy above the lowest of the compared OMol25 structures with the same formula, charge and spin: 238.5 kcal per mole
multiplicity: 6
calculated total energy: -34447.3167 eV
orbital gap (spin up / spin down): 7.165 / 7.494 eV
⟨S²⟩: 8.7625

=====

# 2
Entry from the Open Molecules 2025 dataset: a cluster of 2 separate species, C2H3NO3 in total in a non-equilibrium geometry (wB97M-V/def2-TZVPD).

Last column: Mulliken charge in e.
Cartesian coordinates (Å):
N: -0.65167 -0.41863 0.28921  -0.058
C: -0.80874 -1.64273 -0.36154  -0.437
O: -1.25749 0.55599 -0.13855  -0.301
O: -3.47468 -1.00050 -0.26966  -0.455
O: -3.59035 1.18949 0.50070  -0.392
C: -3.45439 0.09098 0.10663  0.819
H: -0.12920 -2.33128 0.30446  0.262
H: -1.83208 -1.85039 -0.26254  0.289
H: -0.57342 -1.71196 -1.46199  0.273

Values from the calculation:
energy above the lowest of the compared OMol25 structures with the same formula, charge and spin: 83.3 kcal per mole
multiplicity: 1
calculated total energy: -9752.4788 eV
orbital gap (spin up / spin down): 9.030 / 9.030 eV

=====

# 3
Entry from the Open Molecules 2025 dataset: a cluster of 2 separate species, C3H11NOS2 in total (wB97M-V/def2-TZVPD).

Last column: Mulliken charge in e.
Cartesian coordinates (Å):
H: 0.91691 -0.41182 -2.52604  0.264
H: 0.59162 2.01227 -1.40831  0.294
N: 0.23584 2.54643 -0.62782  -0.515
H: -1.51938 -2.03110 1.65045  0.245
H: -1.54207 2.67877 0.38380  0.273
C: -0.99535 -2.57178 0.87881  -0.824
H: -1.33238 1.22773 -0.61253  0.361
H: -0.30019 -3.24836 1.36258  0.300
H: 1.09396 0.59830 -3.79041  0.279
C: -0.43540 1.14337 1.31882  -0.602
C: -0.83926 1.91023 0.07906  -0.559
S: 0.78814 -0.16824 1.05180  -0.075
H: -1.28212 0.72045 1.85632  0.327
H: 0.09661 1.80895 1.99548  0.356
H: 1.00617 2.87155 -0.07153  0.211
S: -0.17894 -1.43613 -0.24587  -0.037
H: -1.68882 -3.18929 0.32847  0.304
O: 0.82156 0.48411 -2.88025  -0.603

Values from the calculation:
energy above the lowest of the compared OMol25 structures with the same formula, charge and spin: 0.1 kcal per mole
multiplicity: 1
calculated total energy: -28497.5934 eV
orbital gap: 9.310 eV